Below is a single C4H8O2 molecule, with properties calculated with ωB97M-V with the def2-TZVPD basis set.

The geometry in XYZ format:
```
14
Properties=species:S:1:pos:R:3:mulliken_charge:R:1
C 2.115 0.020 -0.347 -1.19
C 0.715 0.550 -0.114 -0.20
O -0.184 -0.339 -0.753 -0.35
C -1.523 -0.111 -0.410 -0.38
C -1.813 -0.595 1.000 0.07
O -2.675 -0.146 1.714 -0.48
H 2.261 -0.164 -1.416 0.30
H 2.255 -0.925 0.185 0.28
H 2.871 0.733 -0.005 0.37
H 0.498 0.612 0.965 0.34
H 0.595 1.565 -0.526 0.30
H -2.132 -0.706 -1.103 0.31
H -1.825 0.943 -0.508 0.29
H -1.158 -1.437 1.319 0.35
```

The HOMO energy is -9.76 eV. The SMILES is CCOCC=O. Its largest force on an atom is 0.5 eV Å⁻¹.